Here is a 3-piece molecular cluster, C26H44Cl2N2O8S overall at a distorted geometry from OMol25. Energies are from the ωB97M-V functional and the def2-TZVPD basis.

Last column: Löwdin charge in e.
Atoms and positions in Å:
C1 6.52 -0.59 3.70  -0.119
C2 6.99 -0.40 2.17  -0.660
Cl1 8.81 -0.76 2.12  0.581
C3 6.74 1.08 1.56  -0.623
Cl2 8.09 2.19 2.08  0.662
N1 5.37 1.54 1.94  -0.076
C4 5.06 2.62 2.83  0.047
C5 3.60 3.05 3.23  0.081
C6 2.43 2.24 2.63  -0.102
C7 0.90 2.48 2.94  -0.087
C8 -0.21 2.83 1.91  0.083
C9 -1.67 3.00 2.41  0.081
N2 -2.07 2.83 3.79  -0.109
C10 -3.51 2.98 4.23  -0.167
S1 -4.45 1.35 4.09  0.792
O1 -5.69 1.42 4.96  -0.344
O2 -4.89 1.15 2.65  -0.387
C11 -1.07 2.52 4.78  0.052
C12 0.44 2.32 4.43  0.082
C13 2.77 1.08 1.63  0.079
C14 4.26 0.80 1.34  0.075
H1 5.92 0.28 4.13  0.069
H2 5.90 -1.56 3.73  0.099
H3 7.43 -0.73 4.40  0.090
H4 6.39 -1.14 1.54  0.103
H5 6.75 0.99 0.41  0.131
H6 5.90 3.24 3.31  0.131
H7 3.40 3.91 3.95  0.137
H8 0.11 2.96 0.81  0.139
H9 -2.46 3.26 1.63  0.163
H10 -3.58 3.29 5.32  0.140
H11 -4.07 3.78 3.62  0.161
H12 -3.69 0.24 4.45  0.108
H13 -1.38 2.41 5.86  0.155
H14 1.14 2.04 5.28  0.130
H15 1.93 0.47 1.15  0.137
H16 4.51 -0.06 0.62  0.158
C15 -6.30 -0.93 1.34  -0.138
O3 -6.69 -1.68 0.20  -0.198
C16 -7.62 -2.71 0.49  -0.183
C17 -8.77 -2.74 -0.52  -0.171
O4 -9.65 -1.61 -0.48  -0.118
C18 -9.13 -0.35 -0.89  -0.174
C19 -8.76 -0.24 -2.37  -0.189
O5 -7.61 -1.02 -2.68  -0.211
C20 -7.74 -1.76 -3.88  -0.111
H17 -5.51 -1.46 1.88  0.081
H18 -5.91 0.03 1.00  0.063
H19 -7.15 -0.73 2.01  0.094
H20 -8.04 -2.61 1.50  0.124
H21 -7.08 -3.66 0.44  0.126
H22 -9.39 -3.60 -0.28  0.131
H23 -8.40 -2.90 -1.53  0.109
H24 -8.30 -0.05 -0.24  0.105
H25 -9.93 0.37 -0.70  0.129
H26 -8.51 0.80 -2.60  0.124
H27 -9.62 -0.53 -2.98  0.125
H28 -8.72 -2.23 -3.97  0.089
H29 -6.99 -2.55 -3.87  0.088
H30 -7.55 -1.10 -4.74  0.088
C21 6.90 -1.18 -1.82  -0.114
O6 5.89 -0.55 -2.58  -0.222
C22 6.37 0.10 -3.75  -0.179
C23 5.49 -0.20 -4.96  -0.170
O7 5.52 -1.56 -5.42  -0.112
C24 4.93 -2.55 -4.57  -0.168
C25 3.42 -2.44 -4.38  -0.182
O8 3.07 -1.30 -3.60  -0.222
C26 1.96 -0.59 -4.11  -0.115
H31 7.41 -0.45 -1.19  0.066
H32 6.43 -1.94 -1.19  0.086
H33 7.63 -1.69 -2.46  0.101
H34 7.41 -0.20 -3.98  0.130
H35 6.36 1.18 -3.56  0.124
H36 5.87 0.39 -5.80  0.134
H37 4.47 0.13 -4.81  0.107
H38 5.46 -2.59 -3.62  0.106
H39 5.13 -3.50 -5.06  0.134
H40 3.07 -3.33 -3.84  0.127
H41 2.93 -2.42 -5.36  0.128
H42 2.02 -0.47 -5.20  0.092
H43 1.97 0.41 -3.67  0.081
H44 1.03 -1.09 -3.84  0.088

## Properties
- Highest occupied orbital energy: -11.47 eV
- E: -82886.7451 eV
- Net charge: +2
- Molecular weight: 615.62 g/mol
- Orbital gap: 3.0 eV